No. 1
# C31H32FN2O

2 unconnected molecules or ions with the total composition C31H32FN2O in a non-equilibrium geometry (ωB97M-V/def2-TZVPD, the OMol25 dataset).

E_HOMO: -11.04 eV
charge: +1
LUMO: -0.1940 hartree
molecular weight: 467.608 g mol⁻¹

XYZ file:
```
67
C31H32FN2O | the OMol25 dataset | ωB97M-V/def2-TZVPD
C -4.9723 3.7944 -2.2642
O -3.9723 4.2004 -1.3244
C -2.7301 4.3250 -1.6881
C -1.7439 3.9016 -0.7476
C -0.4251 3.7608 -1.2392
C 0.5866 3.3826 -0.3851
C 0.3072 3.0464 0.9502
C 1.4196 2.5530 1.8186
C -1.0094 3.1463 1.4160
C -2.0455 3.5483 0.5943
H -5.8663 3.6609 -1.6589
H -5.1347 4.5615 -3.0304
H -4.6586 2.8544 -2.7324
H -2.4850 4.3444 -2.7638
H -0.2781 3.9244 -2.3097
H 1.6059 3.3399 -0.7706
H 1.0389 2.2134 2.7840
H 1.9732 1.7315 1.3377
H 2.1427 3.3560 2.0143
H -1.2107 2.8773 2.4533
H -3.0856 3.5051 0.9199
F 0.5624 6.7825 -2.0796
C -0.1946 7.8479 -1.5057
C 0.7999 8.9592 -1.1357
C 2.0752 9.0167 -1.7052
C 2.9770 9.9928 -1.2688
C 2.5820 10.9723 -0.3506
C 1.2724 10.9665 0.1417
C 0.3996 9.9310 -0.2131
C -1.2152 8.2742 -2.5572
C -1.2733 9.5837 -3.0378
C -2.1825 9.9158 -4.0463
C -3.0389 8.9459 -4.5667
C -2.9730 7.6327 -4.0854
C -2.0438 7.2921 -3.1001
C -0.8051 7.2220 -0.2128
C 0.2790 6.7659 0.7802
C -0.3027 7.0153 2.1709
C -1.4126 8.0408 2.0271
N -1.7531 8.0692 0.5724
C -3.1236 7.8980 0.2908
C -3.8624 6.7779 0.7612
C -4.8452 6.2978 -0.1067
N -4.9569 6.7506 -1.3655
C -4.5821 8.0169 -1.5813
C -3.6971 8.6795 -0.7270
H 2.3569 8.2785 -2.4634
H 3.9945 9.9625 -1.6571
H 3.2872 11.7395 -0.0231
H 0.9230 11.7394 0.8257
H -0.6056 9.8463 0.2077
H -0.5943 10.3279 -2.6211
H -2.2097 10.9436 -4.4065
H -3.7684 9.2167 -5.3334
H -3.6606 6.8720 -4.4631
H -1.9657 6.2650 -2.7333
H -1.4001 6.3664 -0.5783
H 0.5194 5.7050 0.5858
H 1.2089 7.3390 0.6317
H -0.7432 6.0801 2.5418
H 0.4764 7.3399 2.8713
H -2.2897 7.7800 2.6308
H -1.0932 9.0520 2.3305
H -3.6518 6.2507 1.7004
H -5.4845 5.4596 0.1907
H -4.9310 8.4933 -2.5105
H -3.3195 9.6720 -0.9596
```

***

No. 2
# C31H32FN3O3

C31H32FN3O3 in the gas phase (ωB97M-V/def2-TZVPD, the OMol25 dataset).

SMILES: O=c1c2ccccc2n(Cc2cccc(F)c2)c(=O)n1C[C@H]1CC[C@@H](C(=O)NCCc2ccccc2)CC1
E_HOMO: -8.90 eV
charge: 0
LUMO: 0.0075 hartree
molecular weight: 513.613 g mol⁻¹

XYZ file:
```
70
C31H32FN3O3 | the OMol25 dataset | ωB97M-V/def2-TZVPD
O -0.3159 5.8255 0.7627
C -0.0854 4.8942 0.0173
N 1.1524 4.6464 -0.4619
H 1.3265 3.8297 -1.0216
C 2.3061 5.4066 -0.0433
H 1.9216 6.2870 0.4745
H 2.8642 5.7280 -0.9297
C 3.2265 4.5984 0.8808
C 2.5363 4.1689 2.1481
C 2.4495 2.8255 2.4887
C 1.8354 2.4375 3.6685
C 1.2779 3.3844 4.5087
C 1.3525 4.7254 4.1713
C 1.9871 5.1144 3.0066
H 2.0506 6.1637 2.7621
H 0.9196 5.4717 4.8207
H 0.7905 3.0797 5.4232
H 1.7975 1.3904 3.9338
H 2.8656 2.0710 1.8354
H 3.5925 3.7171 0.3479
H 4.0883 5.2235 1.1294
C -1.2218 4.0029 -0.4903
C -0.8373 2.7527 -1.2813
C -0.1666 1.6940 -0.4085
C -1.0674 1.3156 0.7665
C -1.4030 2.5702 1.5726
C -2.1028 3.6077 0.7011
H -2.3128 4.5007 1.2908
H -3.0491 3.2027 0.3357
H -0.4839 2.9997 1.9775
H -2.0475 2.3055 2.4127
C -0.3827 0.2927 1.6776
N -0.0053 -0.9242 0.9679
C -1.0173 -1.8335 0.7427
O -2.1484 -1.6314 1.1301
N -0.6836 -2.9879 0.0632
C 0.5915 -3.2407 -0.3989
C 0.9124 -4.4013 -1.1085
C 2.2050 -4.6171 -1.5395
C 3.2108 -3.6929 -1.2830
C 2.9064 -2.5424 -0.5919
C 1.6051 -2.3070 -0.1477
C 1.3144 -1.0685 0.5736
O 2.1446 -0.2164 0.8159
H 3.6538 -1.7953 -0.3730
H 4.2171 -3.8762 -1.6251
H 2.4323 -5.5205 -2.0853
H 0.1559 -5.1330 -1.3347
C -1.7602 -3.9339 -0.1766
C -2.1418 -4.0269 -1.6309
C -2.5212 -5.2472 -2.1731
C -2.8868 -5.3074 -3.5047
C -2.8819 -4.1912 -4.3203
C -2.5048 -2.9788 -3.7696
C -2.1406 -2.8955 -2.4375
H -1.8593 -1.9417 -2.0173
H -2.4987 -2.0923 -4.3849
H -3.1701 -4.2795 -5.3552
F -3.2509 -6.4980 -4.0221
H -2.5410 -6.1454 -1.5746
H -1.4810 -4.9147 0.2185
H -2.6168 -3.5601 0.3967
H -1.0590 0.0123 2.4876
H 0.5342 0.7191 2.0846
H -1.9964 0.8756 0.3872
H 0.7809 2.0556 -0.0059
H 0.0496 0.8134 -1.0211
H -0.2051 3.0077 -2.1363
H -1.7590 2.3268 -1.6891
H -1.8111 4.6595 -1.1442
```

***

No. 3
# C31H32N3OS3SiW

A molecular structure, C31H32N3OS3SiW in a non-equilibrium geometry (ωB97M-V/def2-TZVPD, the OMol25 dataset).

E_HOMO (alpha / beta): -8.98 / -8.98 eV
charge: +1
LUMO (alpha / beta): -0.1872 / -0.1871 hartree
molecular weight: 770.744 g mol⁻¹

XYZ file:
```
72
C31H32N3OS3SiW | the OMol25 dataset | ωB97M-V/def2-TZVPD
W 0.0176 -0.1529 -1.2228
C 1.1106 0.3585 -3.3840
C 2.0221 -0.5542 -2.8268
C 1.3482 -1.7629 -2.5848
C 0.0152 -1.6334 -3.0481
C -0.1252 -0.3188 -3.5793
H 1.3650 1.3197 -3.8105
H 3.0695 -0.3616 -2.6414
H 1.8099 -2.6784 -2.2395
H -0.6548 -2.4699 -3.2198
H -0.8728 0.0244 -4.2819
N -2.4171 -0.8544 1.1345
C -2.7238 -1.3362 -0.0940
C -3.7523 -2.2934 -0.1642
C -4.2699 -2.6817 -1.3754
C -3.7795 -2.0271 -2.5074
C -2.7425 -1.1455 -2.3746
N -2.0903 -0.8470 -1.2025
C -1.4809 0.1263 1.5181
C -1.7856 0.8329 2.6262
C 0.3646 1.2845 3.9303
C 1.5830 1.7980 3.3524
C 1.4801 1.6462 1.8821
N -0.2977 0.1333 0.7832
H -3.0287 -1.1595 1.8768
H -4.1533 -2.6857 0.7570
H -5.0586 -3.4104 -1.4448
H -4.2090 -2.1983 -3.4795
H -2.4256 -0.6028 -3.2458
H -2.7339 0.6301 3.1010
H 0.3057 1.2594 5.0136
H 2.4486 2.1245 3.8909
H 2.4245 1.7501 1.3461
O 1.7716 -0.1450 -0.4005
C 1.9147 -0.6539 0.8799
C 3.3536 -0.5651 1.3197
C 4.4112 -0.8300 0.5028
C 5.6520 -0.8031 1.1746
C 5.5162 -0.5330 2.4958
S 3.8705 -0.3035 2.9483
C 0.8907 0.2043 1.6565
C 0.5203 2.7361 1.4904
C -0.5718 2.8961 2.2220
C -0.9241 1.8784 3.2746
S 0.5844 -0.4972 3.3270
C 1.5025 -2.1098 1.0138
C 2.0470 -3.0595 1.8239
C 1.3252 -4.2751 1.8281
C 0.2478 -4.2506 1.0105
S 0.0788 -2.7186 0.2216
H 4.3037 -1.0455 -0.5452
H 6.5954 -0.9872 0.6927
H 6.2813 -0.4418 3.2420
H 0.8199 3.4203 0.7165
H -1.2485 3.7212 2.0731
H -1.5067 2.3555 4.0647
H 2.9289 -2.9094 2.4168
H 1.6089 -5.1215 2.4262
H -0.4753 -5.0168 0.8220
C -0.1277 3.6761 -1.9491
Si -1.1754 2.0688 -1.6955
C -2.2486 2.2201 -3.3252
C -2.6351 2.4540 -0.4786
H -0.7469 4.4285 -2.4272
H 0.7307 3.5144 -2.5951
H 0.2403 4.1130 -1.0301
H -2.8414 3.1275 -3.2441
H -2.9614 1.4158 -3.4752
H -1.6569 2.3168 -4.2298
H -3.0429 3.4382 -0.6869
H -2.3534 2.4298 0.5658
H -3.4427 1.7378 -0.6124
```